ORCA calculation (the ωB97M-V functional and the def2-TZVPD basis) on one molecule with the formula C2H6N2O.

Each line ends with the Mulliken charge.
CARTESIAN COORDINATES (ANGSTROEM)
N (-0.814, -1.211, -0.996)  -0.620
C (0.319, -0.405, -0.552)  -0.324
N (0.021, 0.062, 0.791)  -0.191
C (0.498, 1.245, 1.229)  0.052
O (1.234, 1.964, 0.592)  -0.553
H (-0.702, -1.421, -1.977)  0.229
H (-1.684, -0.698, -0.924)  0.222
H (0.516, 0.471, -1.154)  0.340
H (1.186, -1.058, -0.500)  0.252
H (-0.759, -0.399, 1.225)  0.259
H (0.186, 1.451, 2.265)  0.335

Output
E_HOMO: -9.68 eV
SMILES: NCNC=O
E_tot: -7199.003 eV
Total charge: 0
Spin multiplicity: 1
Kohn-Sham gap: 0.3900 hartree

***

ORCA calculation (the ωB97M-V functional and the def2-TZVPD basis) on one molecule with the formula C2H6N2O at a distorted geometry.

Each line ends with the Mulliken charge.
CARTESIAN COORDINATES (ANGSTROEM)
N (1.186, 0.536, 0.845)  -0.600
C (-0.206, 0.973, 0.345)  -0.162
C (-0.739, -0.093, -0.642)  0.458
N (-0.391, -1.398, -0.349)  -0.361
O (-1.649, 0.171, -1.407)  -0.589
H (1.863, 1.065, 0.380)  0.257
H (1.387, -0.356, 0.468)  0.157
H (-0.056, 1.976, -0.170)  0.251
H (-0.915, 0.975, 1.181)  0.195
H (0.303, -1.676, 0.264)  0.158
H (-0.784, -2.172, -0.912)  0.236

Output
E_HOMO: -9.50 eV
SMILES: NCC(N)=O
E_tot: -7198.737 eV
Total charge: 0
Spin multiplicity: 1
Kohn-Sham gap: 0.3794 hartree

***

ORCA calculation (the ωB97M-V functional and the def2-TZVPD basis) on a 2-piece molecular cluster, C2H6N2O overall at a distorted geometry.

Each line ends with the Mulliken charge.
CARTESIAN COORDINATES (ANGSTROEM)
C (0.315, 0.196, 1.410)  0.311
C (1.343, -0.426, 0.596)  -0.706
N (-0.102, 0.922, -1.171)  -0.406
N (-0.304, -0.288, -0.585)  -0.416
O (0.044, 1.355, 1.381)  -0.566
H (-0.266, -0.439, 2.140)  0.326
H (1.872, 0.197, -0.143)  0.313
H (1.566, -1.464, 0.880)  0.299
H (0.742, 0.911, -1.639)  0.243
H (-0.390, 1.626, -0.403)  0.344
H (-0.232, -0.948, -1.390)  0.260

Output
E_HOMO: -8.67 eV
E_tot: -7194.896 eV
Total charge: 0
Spin multiplicity: 1
Kohn-Sham gap: 0.3332 hartree

***

ORCA calculation (the ωB97M-V functional and the def2-TZVPD basis) on one molecule with the formula C2H6N2O at a distorted geometry.

Each line ends with the Mulliken charge.
CARTESIAN COORDINATES (ANGSTROEM)
H (2.802, -0.217, 0.181)  0.226
N (1.855, 0.166, 0.083)  -0.578
C (0.864, -0.617, -0.050)  0.097
N (-0.345, -0.096, -0.441)  -0.101
C (-0.616, 1.235, 0.051)  -0.757
O (-1.416, -0.775, 0.256)  -0.468
H (0.836, -1.719, 0.091)  0.340
H (0.123, 1.911, -0.303)  0.375
H (-1.646, 1.511, -0.287)  0.234
H (-0.632, 1.276, 1.184)  0.285
H (-2.213, -0.769, -0.420)  0.347

Output
E_HOMO: -9.50 eV
SMILES: [H]/N=C/N(C)O
E_tot: -7196.435 eV
Total charge: 0
Spin multiplicity: 1
Kohn-Sham gap: 0.3795 hartree

***

ORCA calculation (the ωB97M-V functional and the def2-TZVPD basis) on an isolated ion of composition C2H6N2O and charge +1 at a distorted geometry.

Each line ends with the Mulliken charge.
CARTESIAN COORDINATES (ANGSTROEM)
C (0.029, -1.566, -0.509)  -0.712
N (-0.434, -0.234, -0.234)  0.018
C (0.481, 0.661, 0.358)  0.618
N (-0.112, 1.890, 0.608)  -0.338
O (1.596, 0.393, 0.681)  -0.426
H (1.114, -1.549, -0.537)  0.332
H (-0.229, -1.796, -1.562)  0.351
H (-0.410, -2.361, 0.088)  0.337
H (-1.412, -0.020, -0.433)  0.324
H (-1.108, 2.014, 0.467)  0.217
H (0.486, 2.568, 1.074)  0.279

Output
E_HOMO (spin up / spin down): -16.28 / -15.71 eV
Expectation value of S²: 0.7579
E_tot: -7190.165 eV
Total charge: +1
Spin multiplicity: 2
Kohn-Sham gap (spin up / spin down): 0.4560 / 0.2350 hartree

***

ORCA calculation (the ωB97M-V functional and the def2-TZVPD basis) on a 2-piece molecular cluster, C2H6N2O overall at a distorted geometry.

Each line ends with the Mulliken charge.
CARTESIAN COORDINATES (ANGSTROEM)
O (0.887, -0.088, -1.930)  -0.449
C (-0.057, -0.808, -1.748)  -0.243
H (-1.009, -0.566, -2.234)  0.294
H (0.001, -1.689, -1.096)  0.368
N (0.936, 0.458, 0.553)  -0.077
C (-0.191, 0.453, 1.250)  0.188
N (-1.349, -0.022, 0.825)  -0.340
H (1.728, 0.846, 1.069)  0.300
H (1.172, 0.106, -0.389)  0.273
H (-0.084, 0.922, 2.228)  0.361
H (-2.035, 0.387, 1.471)  0.325

Output
E_HOMO (spin up / spin down): -15.19 / -15.18 eV
Expectation value of S²: 0.7788
E_tot: -7188.627 eV
Total charge: +1
Spin multiplicity: 2
Kohn-Sham gap (spin up / spin down): 0.3963 / 0.2324 hartree

***

ORCA calculation (the ωB97M-V functional and the def2-TZVPD basis) on a 2-piece molecular cluster, C2H6N2O2 overall at a distorted geometry.

Each line ends with the Mulliken charge.
CARTESIAN COORDINATES (ANGSTROEM)
O (1.465, 2.332, 0.317)  -0.423
N (0.856, 1.262, 0.166)  0.262
C (0.422, 0.631, -1.258)  0.013
C (0.954, -0.592, -1.818)  -0.204
O (1.389, 0.671, -2.210)  -0.294
H (0.186, 0.927, 0.905)  0.234
H (1.668, -1.142, -1.255)  0.250
H (0.247, -1.246, -2.514)  0.194
N (-1.615, -0.635, 2.067)  -0.645
H (-1.321, -1.330, 1.440)  0.185
H (-1.990, 0.170, 1.462)  0.217
H (-2.259, -1.047, 2.698)  0.211

Output
E_HOMO (spin up / spin down): -9.07 / -9.02 eV
SMILES: [O-]/[NH+]=C1/CO1.N
E_tot: -9240.425 eV
Total charge: 0
Spin multiplicity: 1
Kohn-Sham gap (spin up / spin down): 0.3099 / 0.3345 hartree

***

ORCA calculation (the ωB97M-V functional and the def2-TZVPD basis) on a 2-piece molecular cluster, C2H6N2O2 overall at a distorted geometry.

Each line ends with the Mulliken charge.
CARTESIAN COORDINATES (ANGSTROEM)
N (-2.165, 1.324, -1.272)  -0.353
C (-1.355, 0.899, -0.273)  0.149
O (-1.035, -0.283, -0.015)  -0.649
H (-2.694, 2.148, -1.279)  0.228
H (-2.624, 0.653, -1.884)  0.249
H (-0.869, 1.704, 0.330)  0.304
N (1.321, -1.489, 1.032)  -0.294
C (2.268, -0.773, 0.398)  0.042
O (2.216, -0.064, -0.587)  -0.538
H (1.405, -1.877, 1.958)  0.221
H (0.330, -1.366, 0.605)  0.362
H (3.202, -0.876, 0.987)  0.278

Output
E_HOMO: -9.35 eV
SMILES: NC=O.NC=O
E_tot: -9246.638 eV
Total charge: 0
Spin multiplicity: 1
Kohn-Sham gap: 0.3752 hartree

***

ORCA calculation (the ωB97M-V functional and the def2-TZVPD basis) on one molecule with the formula C2H6N2O2 at a distorted geometry.

Each line ends with the Mulliken charge.
CARTESIAN COORDINATES (ANGSTROEM)
C (0.625, -0.311, -1.059)  -0.884
C (0.081, 0.154, 0.245)  0.597
N (0.254, -0.323, 1.381)  -0.575
O (1.071, -1.406, 1.346)  -0.365
N (-0.646, 1.300, 0.265)  -0.244
O (-1.622, 1.417, -0.811)  -0.435
H (1.759, -0.472, -0.952)  0.285
H (0.351, -1.411, -1.242)  0.275
H (0.346, 0.324, -1.896)  0.316
H (1.257, -1.484, 2.298)  0.394
H (-1.167, 1.519, 1.105)  0.302
H (-2.309, 0.695, -0.680)  0.334

Output
E_HOMO: -8.74 eV
SMILES: C/C(=N\O)NO
E_tot: -9242.886 eV
Total charge: 0
Spin multiplicity: 1
Kohn-Sham gap: 0.3507 hartree

***

ORCA calculation (the ωB97M-V functional and the def2-TZVPD basis) on a 2-piece molecular cluster, C2H6N2O2 overall at a distorted geometry.

Each line ends with the Mulliken charge.
CARTESIAN COORDINATES (ANGSTROEM)
N (-2.889, -0.156, -0.132)  -0.512
C (-1.972, 0.897, -0.432)  0.144
O (-0.816, 0.596, -0.751)  -0.535
H (-2.766, -0.488, 0.822)  0.248
H (-3.027, -0.836, -0.876)  0.248
H (-2.289, 1.865, 0.030)  0.335
N (1.775, 0.192, 0.424)  -0.410
C (2.908, -0.540, 0.119)  0.165
O (3.115, -1.693, 0.580)  -0.534
H (1.462, -0.118, 1.363)  0.239
H (1.014, 0.396, -0.231)  0.369
H (3.484, -0.113, -0.917)  0.243

Output
E_HOMO: -9.67 eV
SMILES: NC=O.NC=O
E_tot: -9244.974 eV
Total charge: 0
Spin multiplicity: 1
Kohn-Sham gap: 0.3575 hartree